ORCA calculation (the ωB97M-V functional and the def2-TZVPD basis) on an isolated molecule of C4H8O2.

Each line ends with the Mulliken charge.
Geometry (Å):
O -1.220 1.310 -1.141  -0.48
C -1.699 0.875 -0.123  0.00
C -0.963 -0.073 0.792  -0.52
C 0.175 -0.966 0.068  -0.65
C 1.554 -0.376 -0.626  -0.39
O 1.541 0.648 0.366  -0.51
H -2.733 1.193 0.129  0.37
H -1.733 -0.744 1.238  0.35
H -0.578 0.516 1.638  0.29
H 0.544 -1.614 0.859  0.31
H -0.305 -1.467 -0.737  0.42
H 2.648 -0.724 -0.633  0.23
H 1.455 0.028 -1.671  0.26
H 1.315 1.395 -0.159  0.31

Values from the calculation:
2S+1 = 1
F_max = 3.1 eV/Å
Charge = 0
ΔE to the lowest compared entry with this formula, charge and spin = 73.6 kcal/mol
Frontier orbital gap = 10.4 eV
HOMO level = -9.4 eV
Electronic energy = -307.595206 Ha
SMILES string = O=CCCCO

---

ORCA calculation (the ωB97M-V functional and the def2-TZVPD basis) on a cluster of 2 separate species, C19H45Cl2IN4O3P2 in total.

Each line ends with the Mulliken charge.
Geometry (Å):
C -4.115 -4.350 -0.800  -1.01
C -3.917 -4.337 0.786  -0.41
C -2.500 -3.744 1.193  -0.95
C -2.779 -2.410 2.038  -0.17
C -3.099 -1.289 1.003  -0.91
C -3.142 0.216 1.371  1.18
N -1.775 0.780 1.087  -0.14
C -0.737 0.401 2.057  -0.32
C 0.584 -0.019 1.274  -1.15
C -3.955 0.928 0.160  -1.01
O -5.275 0.448 -0.011  -0.21
C -5.641 -0.123 -1.234  -0.61
I -7.762 -0.686 -1.008  -0.02
P -2.846 1.174 -1.387  0.20
O -3.731 2.169 -2.488  -0.50
Cl -2.580 -0.632 -2.444  -0.25
C -3.586 0.764 2.757  0.06
Cl -5.330 1.407 2.853  -0.18
C -3.424 -0.083 4.067  -0.41
C -4.723 -0.957 4.399  -1.30
H -5.217 -4.384 -1.015  0.29
H -3.689 -3.423 -1.252  0.17
H -3.643 -5.290 -1.165  0.34
H -4.083 -5.356 1.209  0.42
H -4.740 -3.672 1.167  0.23
H -1.887 -4.457 1.790  0.42
H -1.901 -3.463 0.287  0.40
H -1.882 -2.275 2.684  0.37
H -3.644 -2.682 2.699  0.05
H -2.300 -1.392 0.215  0.25
H -4.028 -1.636 0.468  -0.17
H -1.840 1.800 1.135  0.40
H -0.445 1.323 2.642  0.41
H -0.977 -0.378 2.807  -0.04
H 0.771 0.790 0.533  0.25
H 1.476 -0.051 1.954  0.40
H 0.393 -1.019 0.823  0.15
H -4.046 1.999 0.527  0.61
H -5.633 0.535 -2.128  0.41
H -5.120 -1.101 -1.378  0.27
H -3.983 1.591 -3.225  0.32
H -3.002 1.708 2.936  0.39
H -3.332 0.628 4.933  0.46
H -2.562 -0.776 4.128  0.25
H -5.143 -1.339 3.433  0.34
H -5.468 -0.417 5.016  0.37
H -4.346 -1.862 4.946  0.34
C 4.326 0.737 -3.807  -0.98
N 4.154 1.795 -2.828  0.12
C 2.827 2.394 -2.990  -1.24
P 4.601 1.582 -1.168  0.94
O 3.416 0.680 -0.791  -0.83
N 5.812 0.378 -0.987  0.21
C 6.806 -0.001 -1.971  -1.15
C 5.518 -0.756 -0.119  -0.99
N 5.930 2.747 -1.367  -0.02
C 6.495 3.124 -0.050  -1.13
C 5.682 4.003 -2.092  -0.92
H 5.375 0.623 -4.076  0.28
H 3.827 0.983 -4.747  0.35
H 3.931 -0.224 -3.457  0.28
H 2.687 3.214 -2.278  0.36
H 2.025 1.666 -2.828  0.41
H 2.717 2.822 -3.990  0.34
H 6.440 -0.796 -2.629  0.37
H 7.709 -0.375 -1.474  0.37
H 7.135 0.836 -2.585  0.31
H 4.901 -1.505 -0.630  0.27
H 4.996 -0.433 0.780  0.28
H 6.439 -1.241 0.216  0.34
H 5.778 3.702 0.543  0.35
H 7.406 3.713 -0.174  0.40
H 6.770 2.241 0.529  0.32
H 4.814 4.537 -1.696  0.33
H 5.537 3.828 -3.156  0.25
H 6.550 4.665 -2.021  0.39

Values from the calculation:
2S+1 = 1
F_max = 7.5 eV/Å
Charge = 0
Frontier orbital gap = 7.8 eV
HOMO level = -8.2 eV
Electronic energy = -3096.332479 Ha
SMILES string = CCCCC[C@@](NCC)([C@H](OCI)P(O)Cl)[C@@H](Cl)CC.CN(C)P(=O)(N(C)C)N(C)C

---

ORCA calculation (the ωB97M-V functional and the def2-TZVPD basis) on an isolated molecule of C2H6N2O.

Each line ends with the Mulliken charge.
Geometry (Å):
C 1.387 -0.080 0.901  -0.74
N 0.503 -0.098 -0.276  -0.19
C -0.793 0.205 -0.035  0.54
N -1.568 0.219 -1.213  -0.51
O -1.181 0.491 1.066  -0.58
H 0.701 -0.474 1.685  0.27
H 1.743 0.852 1.262  0.27
H 2.249 -0.761 0.717  0.28
H 0.919 -0.061 -1.122  0.19
H -1.448 -0.554 -1.878  0.24
H -2.512 0.260 -1.108  0.25

Values from the calculation:
2S+1 = 1
F_max = 3.8 eV/Å
Charge = 0
ΔE to the lowest compared entry with this formula, charge and spin = 11.0 kcal/mol
Frontier orbital gap = 10.6 eV
HOMO level = -9.7 eV
Electronic energy = -264.569707 Ha
SMILES string = CNC(N)=O

---

ORCA calculation (the ωB97M-V functional and the def2-TZVPD basis) on a cluster of 2 separate species, C3H11NO2 in total.

Each line ends with the Mulliken charge.
Geometry (Å):
N -1.653 -1.052 -2.047  -0.62
C -0.976 -1.508 -0.813  -0.67
C -0.223 -0.507 0.070  -0.30
C -1.075 0.774 0.273  -0.57
O -0.649 1.497 1.457  -0.51
H -2.322 -0.288 -2.065  0.25
H -0.913 -0.644 -2.617  0.25
H -1.620 -2.251 -0.317  0.35
H -0.217 -2.132 -1.287  0.37
H 0.675 -0.146 -0.440  0.18
H 0.102 -1.051 0.955  0.39
H -2.159 0.593 0.405  0.26
H -0.894 1.348 -0.630  0.31
H -0.954 0.879 2.119  0.32
O 4.566 1.469 1.387  -0.64
H 4.565 2.047 2.152  0.32
H 3.749 0.971 1.399  0.32

Values from the calculation:
2S+1 = 1
F_max = 1.5 eV/Å
Charge = 0
ΔE to the lowest compared entry with this formula, charge and spin = 24.1 kcal/mol
Frontier orbital gap = 10.2 eV
HOMO level = -9.5 eV
Electronic energy = -326.093025 Ha
SMILES string = NCCCO.O

---

ORCA calculation (the ωB97M-V functional and the def2-TZVPD basis) on the ion C4H8N2O2 with charge +1.

Each line ends with the Mulliken spin population.
Geometry (Å):
C -0.339 0.804 0.358  0.06
N 0.964 0.357 0.951  0.00
C 1.447 1.204 1.940  0.00
O 0.783 2.083 2.410  0.00
C -1.303 -0.420 0.202  0.02
N -1.239 -1.006 -1.162  0.69
C -0.050 -1.151 -1.878  -0.12
O -0.193 -1.907 -2.824  0.32
H -0.807 1.279 1.255  0.02
H -0.122 1.478 -0.461  0.00
H 1.520 -0.111 0.254  0.00
H 2.447 0.926 2.270  0.00
H -2.325 -0.144 0.438  0.00
H -0.780 -1.167 0.816  0.05
H -2.088 -1.218 -1.689  -0.03
H 0.786 -0.455 -1.757  -0.01

Values from the calculation:
2S+1 = 2
F_max = 2.9 eV/Å
Charge = +1
⟨S²⟩ = 0.78
ΔE to the lowest compared entry with this formula, charge and spin = 42.9 kcal/mol
Frontier orbital gap (spin up / spin down) = 9.0 / 4.8 eV
HOMO level (spin up / spin down) = -14.1 / -14.1 eV
Electronic energy = -416.830001 Ha

---

ORCA calculation (the ωB97M-V functional and the def2-TZVPD basis) on a structure of composition C22H29ClN2O4.

Each line ends with the Mulliken charge.
Geometry (Å):
C 4.766 3.313 0.408  -2.65
C 3.994 2.122 0.032  1.05
C 3.951 1.104 0.776  0.87
C 2.964 -0.095 0.395  0.57
C 2.179 -0.096 -0.902  -1.07
C 1.238 -1.009 -1.142  0.35
C 1.058 -2.214 -0.294  -0.62
C 1.873 -2.208 0.603  1.22
C 2.704 -1.225 1.057  -0.84
H 3.349 -1.451 2.053  0.17
Cl 1.639 -3.476 1.666  -0.26
O 0.217 -3.016 -0.875  -0.79
C -0.438 -3.202 -2.058  -0.59
C -1.455 -1.778 -1.890  0.46
O -1.885 -1.376 -3.081  -0.69
N -1.934 -1.538 -0.567  0.14
H -1.431 -2.149 0.154  0.34
C -2.678 -0.365 -0.344  0.31
C -1.634 0.883 0.096  -3.54
H -0.972 1.064 -0.429  2.62
H -1.321 0.381 0.982  0.32
C -2.649 2.152 0.654  1.01
N -3.750 1.887 1.314  -0.10
H -3.558 1.723 2.409  0.48
C -4.597 0.821 0.639  0.65
C -3.694 -0.596 0.533  -0.86
H -4.427 -1.560 0.114  0.15
H -3.311 -0.860 1.433  0.40
C -5.568 0.314 2.202  -1.73
H -6.130 -0.511 1.940  0.52
H -6.066 1.340 2.287  0.37
H -4.924 0.052 2.833  0.66
C -5.477 1.074 -0.270  -1.49
H -6.354 0.201 -0.383  0.25
H -5.944 1.961 -0.115  0.49
H -4.942 1.235 -1.201  0.38
C -1.628 2.960 1.211  -1.66
H -1.394 2.469 2.579  0.26
H -0.753 3.258 0.882  0.68
H -2.308 3.995 1.720  0.26
C -2.779 2.764 -0.617  -2.09
H -3.402 2.278 -1.318  0.37
H -2.056 3.268 -1.133  0.58
H -3.637 3.472 -0.520  0.39
H -3.137 0.063 -1.469  0.22
H -0.845 -4.033 -2.016  0.48
H 0.247 -3.028 -2.797  0.42
H 0.879 -0.892 -2.067  0.91
O 2.239 1.293 -1.602  -0.41
C 2.880 2.325 -1.113  0.52
O 3.004 3.278 -1.927  -0.65
C 4.649 0.891 1.984  -1.63
H 5.435 0.020 1.848  0.33
H 4.050 0.645 3.005  0.30
H 5.385 1.638 2.311  0.42
H 4.590 4.162 -0.233  0.38
H 4.459 3.683 1.226  0.73
H 5.687 3.037 0.365  0.63

Values from the calculation:
2S+1 = 1
F_max = 20.0 eV/Å
Charge = 0
ΔE to the lowest compared entry with this formula, charge and spin = 520.9 kcal/mol
Frontier orbital gap = 8.7 eV
HOMO level = -8.5 eV
Electronic energy = -1725.649254 Ha